Entry 1:
ORCA calculation (ωB97M-V/def2-TZVPD) on a 7-piece molecular cluster, C32H76BNO16 overall in a non-equilibrium geometry.

Geometry as ORCA input:
```
! wB97M-V def2-TZVPD RIJCOSX def2/J DEFGRID3
* xyz 0 1
C -2.41895 4.60072 0.27575
C -2.96663 3.23247 -0.16432
C -3.96918 2.77287 0.92190
C -1.77787 2.27828 -0.31507
C -1.81464 1.35445 -1.51567
C -2.81729 0.22395 -1.53637
N -2.40983 -0.43057 -2.79989
C -1.93973 0.54767 -3.67486
O -1.61425 0.34379 -4.78899
C -1.95468 1.90175 -2.91030
O -3.19919 2.47942 -3.25604
B -3.20293 3.78117 -3.67415
O -2.08847 4.48775 -4.03393
O -4.42852 4.39583 -3.76583
H -2.07704 4.48298 1.29501
H -3.17075 5.37433 0.22055
H -1.54538 4.87811 -0.29976
H -3.53530 3.36038 -1.07414
H -3.65693 1.87268 1.43406
H -4.09050 3.54463 1.66755
H -4.94192 2.66058 0.46854
H -0.86175 2.85020 -0.36051
H -1.68026 1.65316 0.56481
H -0.84713 0.85902 -1.51106
H -2.67520 -0.42479 -0.68261
H -3.84544 0.52906 -1.69569
H -3.06333 -1.09576 -3.18609
H -1.04943 2.39389 -3.24494
H -2.09405 5.32173 -3.53830
H -4.98455 4.01756 -3.06381
C 1.58576 -3.98603 -1.09502
O 1.39919 -3.95788 -2.49666
C 0.42248 -3.01187 -2.91441
C 1.04853 -1.73607 -3.43044
O 1.73509 -1.03270 -2.40195
C 3.13819 -1.23405 -2.42591
H 2.50552 -4.53491 -0.89367
H 1.67809 -2.97962 -0.67821
H 0.75276 -4.50507 -0.60726
H -0.27436 -2.78917 -2.10026
H -0.14512 -3.47487 -3.72779
H 0.25116 -1.08590 -3.79377
H 1.71823 -1.95062 -4.26869
H 3.59187 -0.64839 -3.23255
H 3.39528 -2.28846 -2.55315
H 3.54244 -0.88761 -1.47714
C 7.07401 -2.31978 -1.64079
O 6.04982 -1.77931 -0.82113
C 5.35800 -2.76036 -0.06723
C 5.83989 -2.81566 1.36656
O 7.18786 -3.25279 1.45737
C 8.11102 -2.19090 1.63511
H 7.70146 -1.49451 -1.97346
H 7.69343 -3.03574 -1.09634
H 6.64045 -2.80977 -2.51902
H 5.44618 -3.74482 -0.53853
H 4.29987 -2.48144 -0.06817
H 5.22706 -3.54029 1.91377
H 5.71736 -1.84205 1.85016
H 8.08067 -1.82978 2.66859
H 7.91010 -1.36142 0.95433
H 9.10680 -2.58073 1.42946
C -4.86627 6.40065 5.54728
O -6.26082 6.65030 5.47329
C -6.66597 7.13177 4.20261
C -7.25152 6.03142 3.34467
O -6.27732 5.04907 3.02460
C -6.37812 3.89322 3.84090
H -4.67691 5.80732 6.44029
H -4.50869 5.84541 4.67848
H -4.31376 7.34377 5.62734
H -5.82625 7.60539 3.68443
H -7.43212 7.89537 4.37078
H -7.59886 6.46702 2.40227
H -8.11377 5.57424 3.83906
H -7.22439 3.27871 3.51472
H -6.49895 4.14821 4.89545
H -5.46182 3.31632 3.72345
C 8.80241 -8.35443 3.14468
O 7.51373 -7.76818 3.12545
C 7.49085 -6.48181 2.52090
C 6.99004 -6.53412 1.09563
O 7.87277 -7.25652 0.24683
C 7.45008 -8.58466 -0.00331
H 8.68282 -9.41060 3.38231
H 9.30231 -8.26619 2.17751
H 9.42337 -7.88784 3.91752
H 8.48102 -6.01857 2.55736
H 6.80796 -5.86071 3.10808
H 6.93532 -5.51375 0.71216
H 5.98334 -6.96435 1.05773
H 6.62585 -8.59315 -0.72525
H 7.13448 -9.08947 0.91239
H 8.29336 -9.12654 -0.42956
C -3.31840 -2.72595 -5.25856
O -4.69645 -2.38805 -5.31887
C -5.09036 -1.87814 -6.58466
C -5.77740 -2.93068 -7.42735
O -4.89852 -3.98754 -7.78005
C -5.05083 -5.13952 -6.97009
H -3.16339 -3.33407 -4.36581
H -2.99837 -3.30065 -6.13006
H -2.71370 -1.81773 -5.18380
H -4.23023 -1.46378 -7.11821
H -5.79622 -1.06255 -6.39967
H -6.11591 -2.46698 -8.35915
H -6.65857 -3.31983 -6.90769
H -5.95265 -5.69121 -7.25745
H -5.10391 -4.88570 -5.90914
H -4.18349 -5.77702 -7.13502
C -1.33405 5.44808 6.94077
O -1.57622 5.49119 5.54448
C -0.87331 6.53561 4.88823
C 0.37196 6.02979 4.19254
O 1.33464 5.54215 5.11313
C 1.33662 4.12996 5.22935
H -1.69411 4.48885 7.31004
H -0.27017 5.53643 7.17015
H -1.88246 6.24940 7.44833
H -0.61897 7.33284 5.59312
H -1.54752 6.95493 4.13400
H 0.83348 6.86179 3.65150
H 0.11247 5.25789 3.46101
H 1.82575 3.67693 4.36013
H 0.32524 3.72918 5.32616
H 1.90294 3.87227 6.12297
*
```

Its total energy is -2548.171277 Eh. For the energy above the lowest of the compared OMol25 structures with the same formula, charge and spin, the calculation gives 41.13 kJ/mol. The strongest force on any atom is 0.050 Eh/bohr. For the HOMO-LUMO gap, the calculation gives 0.347 Ha. As for the molar mass: 741.76 u.

These are the Mulliken partial charges, in e, on atoms 1 to 99: number 1, C, carries -2.176; number 2, C, carries 2.170; number 3, C, carries -1.580; number 4, C, carries -2.093; number 5, C, carries 0.213; number 6, C, carries -0.937; number 7, N, carries 0.264; number 8, C, carries -0.018; number 9, O, carries -0.622; number 10, C, carries 0.162; number 11, O, carries -0.652; number 12, B, carries 0.775; number 13, O, carries -0.511; number 14, O, carries -0.518; number 15, H, carries 0.443; number 16, H, carries 0.375; number 17, H, carries 0.550; number 18, H, carries -0.275; number 19, H, carries 0.342; number 20, H, carries 0.330; number 21, H, carries 0.330; number 22, H, carries 0.557; number 23, H, carries 0.573; number 24, H, carries 0.236; number 25, H, carries 0.461; number 26, H, carries 0.333; number 27, H, carries 0.116; number 28, H, carries 0.586; number 29, H, carries 0.304; number 30, H, carries 0.287; number 31, C, carries -0.588; number 32, O, carries -0.455; number 33, C, carries -0.328; number 34, C, carries -0.305; number 35, O, carries -0.304; number 36, C, carries -0.846; number 37, H, carries 0.195; number 38, H, carries 0.254; number 39, H, carries 0.355; number 40, H, carries 0.267; number 41, H, carries 0.253; number 42, H, carries 0.220; number 43, H, carries 0.389; number 44, H, carries 0.341; number 45, H, carries 0.333; number 46, H, carries 0.228; number 47, C, carries -0.751; number 48, O, carries -0.386; number 49, C, carries 0.211; number 50, C, carries -0.918; number 51, O, carries -0.204; number 52, C, carries -0.841; number 53, H, carries 0.260; number 54, H, carries 0.299; number 55, H, carries 0.324; number 56, H, carries 0.231; number 57, H, carries 0.045; number 58, H, carries 0.300; number 59, H, carries 0.547; number 60, H, carries 0.302; number 61, H, carries 0.316; number 62, H, carries 0.258; number 63, C, carries -0.689; number 64, O, carries -0.417; number 65, C, carries -0.521; number 66, C, carries -0.525; number 67, O, carries -0.248; number 68, C, carries -0.797; number 69, H, carries 0.257; number 70, H, carries 0.265; number 71, H, carries 0.364; number 72, H, carries 0.294; number 73, H, carries 0.407; number 74, H, carries 0.356; number 75, H, carries 0.359; number 76, H, carries 0.297; number 77, H, carries 0.416; number 78, H, carries 0.197; number 79, C, carries -0.739; number 80, O, carries -0.410; number 81, C, carries -0.376; number 82, C, carries 0.047; number 83, O, carries -0.406; number 84, C, carries -0.773; number 85, H, carries 0.249; number 86, H, carries 0.331; number 87, H, carries 0.321; number 88, H, carries 0.331; number 89, H, carries 0.277; number 90, H, carries -0.074; number 91, H, carries 0.303; number 92, H, carries 0.318; number 93, H, carries 0.332; number 94, H, carries 0.257; number 95, C, carries -0.968; number 96, O, carries -0.389; number 97, C, carries -0.508; number 98, C, carries -0.575; number 99, O, carries -0.372

Entry 2:
ORCA calculation (ωB97M-V/def2-TZVPD) on C31H44CsN7O2P2 as an isolated structure in a non-equilibrium geometry.

Geometry as ORCA input:
```
! wB97M-V def2-TZVPD RIJCOSX def2/J DEFGRID3
* xyz 0 1
Cs -0.10199 -0.47017 -0.65135
O 1.19199 1.66256 -1.66918
C 1.29348 1.98932 -0.46677
C 2.59223 2.64388 -0.09315
C 2.85396 3.99529 -0.29673
C 4.04668 4.55189 0.14050
C 4.99908 3.76122 0.77440
C 4.75185 2.40932 0.96369
C 3.55151 1.84359 0.54239
P 3.10069 0.08235 0.77316
C 4.41153 -0.53126 1.90146
C 4.12396 -0.54077 3.26489
C 5.07113 -0.95766 4.19005
C 6.31847 -1.38438 3.75861
C 6.61624 -1.38614 2.40201
C 5.67109 -0.95766 1.48107
C 3.58221 -0.72603 -0.80086
C 3.88154 -0.02254 -1.96341
C 4.13713 -0.70231 -3.14918
C 4.09967 -2.08713 -3.18778
C 3.79723 -2.80004 -2.03267
C 3.53120 -2.12275 -0.85400
H 2.11501 4.61150 -0.79737
H 4.24075 5.60613 -0.01811
H 5.92882 4.19447 1.11978
H 5.50013 1.79544 1.45200
H 3.14411 -0.21971 3.60145
H 4.83244 -0.95752 5.24609
H 7.05690 -1.71660 4.47719
H 7.58938 -1.71661 2.06112
H 5.91228 -0.95367 0.42513
H 3.89823 1.05915 -1.94741
H 4.36422 -0.14112 -4.04678
H 4.30334 -2.61216 -4.11241
H 3.76792 -3.88240 -2.05257
H 3.29287 -2.68274 0.04515
C -1.45240 3.83729 0.42080
N -2.14210 2.56784 0.27720
C -2.68910 2.31429 -1.04601
P -2.38208 1.47376 1.48439
O -1.96574 0.08134 1.16054
N -4.01959 1.51896 1.75465
C -4.61609 0.47952 2.57878
C -4.83485 2.70959 1.62002
N -1.57120 2.03632 2.80265
C -2.14559 3.00486 3.71365
C -0.32300 1.41901 3.23025
H -0.75137 3.95985 -0.40647
H -0.87483 3.85152 1.34027
H -2.15667 4.67956 0.41781
H -1.94384 2.57593 -1.80093
H -3.59778 2.89639 -1.24017
H -2.93287 1.25749 -1.16616
H -3.98967 -0.40932 2.56247
H -5.60079 0.21566 2.18478
H -4.74438 0.80924 3.61705
H -4.31853 3.45624 1.01993
H -5.07763 3.15391 2.59322
H -5.77839 2.46303 1.12509
H -2.93333 3.57963 3.22851
H -1.37561 3.71292 4.03155
H -2.56452 2.53476 4.61099
H 0.15727 0.91829 2.39359
H -0.48554 0.69796 4.03821
H 0.36073 2.19456 3.58532
C -3.02043 -2.83648 -1.19801
N -4.13396 -3.71619 -1.55681
C -4.93521 -3.03607 -2.57928
N -4.15185 -2.70300 -3.77354
C -3.03635 -1.85035 -3.35989
N -2.18095 -2.49777 -2.35754
C -1.67447 -3.74990 -2.93287
N -2.75486 -4.65249 -3.33531
C -3.57582 -4.93399 -2.15325
C -3.59315 -3.94830 -4.31122
H -2.40211 -3.33236 -0.44581
H -3.41376 -1.91502 -0.76124
H -5.34328 -2.11640 -2.15501
H -5.76395 -3.68460 -2.86940
H -3.43454 -0.92412 -2.93824
H -2.43090 -1.60376 -4.23455
H -1.04803 -4.25174 -2.19202
H -1.06148 -3.51468 -3.80537
H -2.96165 -5.44373 -1.40827
H -4.39539 -5.59509 -2.44107
H -4.41322 -4.60328 -4.61109
H -2.99242 -3.71578 -5.19260
*
```

Its total energy is -2444.287881 Eh. For the energy above the lowest of the compared OMol25 structures with the same formula, charge and spin, the calculation gives 26.77 kJ/mol. The strongest force on any atom is 0.025 Eh/bohr. For the HOMO-LUMO gap, the calculation gives 0.214 Ha. As for the molar mass: 741.59 u.

Here is what Mulliken gives for the atomic charges, in e: number 1, Cs, carries 1.651; number 2, O, carries -0.555; number 3, C, carries 0.190; number 4, C, carries -0.244; number 5, C, carries -0.773; number 6, C, carries -0.623; number 7, C, carries -0.850; number 8, C, carries -0.526; number 9, C, carries 0.563; number 10, P, carries 0.450; number 11, C, carries -0.401; number 12, C, carries -0.369; number 13, C, carries -0.621; number 14, C, carries -0.438; number 15, C, carries -0.658; number 16, C, carries -0.086; number 17, C, carries 0.349; number 18, C, carries -0.046; number 19, C, carries -0.764; number 20, C, carries -0.454; number 21, C, carries -0.683; number 22, C, carries -0.452; number 23, H, carries 0.471; number 24, H, carries 0.393; number 25, H, carries 0.406; number 26, H, carries 0.376; number 27, H, carries 0.418; number 28, H, carries 0.393; number 29, H, carries 0.370; number 30, H, carries 0.401; number 31, H, carries 0.419; number 32, H, carries 0.356; number 33, H, carries 0.402; number 34, H, carries 0.391; number 35, H, carries 0.416; number 36, H, carries 0.377; number 37, C, carries -1.302; number 38, N, carries 0.698; number 39, C, carries -1.077; number 40, P, carries 0.196; number 41, O, carries -1.120; number 42, N, carries 0.453; number 43, C, carries -1.084; number 44, C, carries -1.034; number 45, N, carries 0.603; number 46, C, carries -1.053; number 47, C, carries -1.211; number 48, H, carries 0.489; number 49, H, carries 0.333; number 50, H, carries 0.231; number 51, H, carries 0.373; number 52, H, carries 0.265; number 53, H, carries 0.243; number 54, H, carries 0.274; number 55, H, carries 0.351; number 56, H, carries 0.287; number 57, H, carries 0.242; number 58, H, carries 0.335; number 59, H, carries 0.317; number 60, H, carries 0.295; number 61, H, carries 0.372; number 62, H, carries 0.297; number 63, H, carries 0.265; number 64, H, carries 0.289; number 65, H, carries 0.380; number 66, C, carries -0.663; number 67, N, carries 0.060; number 68, C, carries -0.716; number 69, N, carries 0.018; number 70, C, carries -0.618; number 71, N, carries 0.288; number 72, C, carries -0.720; number 73, N, carries 0.043; number 74, C, carries -0.708; number 75, C, carries -0.728; number 76, H, carries 0.251; number 77, H, carries 0.329; number 78, H, carries 0.341; number 79, H, carries 0.329; number 80, H, carries 0.131; number 81, H, carries 0.387; number 82, H, carries 0.318; number 83, H, carries 0.349; number 84, H, carries 0.333; number 85, H, carries 0.334; number 86, H, carries 0.337; number 87, H, carries 0.350

Entry 3:
ORCA calculation (ωB97M-V/def2-TZVPD) on the molecule C2H7N3S2 in a non-equilibrium geometry.

Geometry as ORCA input:
```
! wB97M-V def2-TZVPD RIJCOSX def2/J DEFGRID3
* xyz 0 1
C -1.18841 0.08553 2.24985
C -0.05664 -0.17063 -0.21300
H -2.07807 -0.00116 2.90116
H -0.95939 1.13200 2.17309
H -0.41462 -0.54026 2.68792
H -0.43446 1.81124 -0.17922
H 1.76561 0.84627 -1.79065
H -0.60804 -2.56947 -0.39093
H 0.57588 -2.94911 -1.51577
N 0.34535 1.15531 -0.02332
N 0.55321 -0.96923 -0.97885
N -0.00600 -2.20015 -1.13558
S -1.64815 -0.52715 0.60571
S 1.85911 1.58213 -0.67711
*
```

Its total energy is -1040.986539 Eh. For the energy above the lowest of the compared OMol25 structures with the same formula, charge and spin, the calculation gives 93.12 kJ/mol. The strongest force on any atom is 0.036 Eh/bohr. For the HOMO-LUMO gap, the calculation gives 0.325 Ha. As for the molar mass: 137.23 u.

Here is what Mulliken gives for the atomic charges, in e: number 1, C, carries -0.738; number 2, C, carries 0.595; number 3, H, carries 0.315; number 4, H, carries 0.291; number 5, H, carries 0.254; number 6, H, carries 0.291; number 7, H, carries 0.144; number 8, H, carries 0.197; number 9, H, carries 0.221; number 10, N, carries -0.363; number 11, N, carries -0.286; number 12, N, carries -0.549; number 13, S, carries -0.194; number 14, S, carries -0.178

Entry 4:
ORCA calculation (ωB97M-V/def2-TZVPD) on a 2-piece molecular cluster, C3H9NO overall in a non-equilibrium geometry.

Geometry as ORCA input:
```
! wB97M-V def2-TZVPD RIJCOSX def2/J DEFGRID3
* xyz 0 1
C -2.83464 -1.13844 0.11813
C -2.27872 0.06141 -0.65703
H -2.34306 -1.36523 1.13096
H -2.72494 -2.09408 -0.32106
H -3.93068 -1.07184 0.21953
H -1.71487 -0.23300 -1.56650
H -3.16161 0.68666 -0.92093
H -1.71936 0.67079 -0.00675
C 2.85790 1.15069 0.33429
N 3.97706 0.28600 0.11199
O 3.12517 2.32271 0.29325
H 1.95293 0.51315 0.48910
H 3.98124 -0.50804 0.77523
H 4.81358 0.71922 -0.00021
*
```

Its total energy is -249.666502 Eh. For the energy above the lowest of the compared OMol25 structures with the same formula, charge and spin, the calculation gives 123.90 kJ/mol. The strongest force on any atom is 0.107 Eh/bohr. For the HOMO-LUMO gap, the calculation gives 0.401 Ha. As for the molar mass: 75.11 u.

Here is what Mulliken gives for the atomic charges, in e: number 1, C, carries -0.793; number 2, C, carries -0.764; number 3, H, carries 0.238; number 4, H, carries 0.302; number 5, H, carries 0.242; number 6, H, carries 0.246; number 7, H, carries 0.277; number 8, H, carries 0.254; number 9, C, carries 0.256; number 10, N, carries -0.450; number 11, O, carries -0.524; number 12, H, carries 0.262; number 13, H, carries 0.231; number 14, H, carries 0.225